[1]
Entry from OMol25: a 2-piece molecular cluster, C5H13NO overall in a non-equilibrium geometry (wB97M-V/def2-TZVPD).

Structure (XYZ):
```
20
Properties=species:S:1:pos:R:3:forces:R:3
C 1.51477 0.79220 0.31289 -1.86 2.46 4.16
C -0.06102 0.87826 0.51519 1.57 -1.30 1.13
N -2.77311 -0.47038 1.58393 -0.82 2.38 -3.20
C -2.26120 -0.41258 0.23229 0.39 0.13 0.93
C -0.92247 -0.20094 -0.10184 -2.75 -0.38 0.31
C -3.42568 -0.36145 -0.84681 3.76 1.83 0.48
H 1.91370 1.78519 0.12872 -0.14 0.42 0.12
H 1.99995 0.48768 1.27286 -0.32 -0.16 -0.89
H 1.86200 0.27085 -0.46062 0.96 -2.71 -3.07
H -0.40112 1.81599 0.13069 -0.23 0.65 -0.56
H -0.24621 0.97324 1.60827 0.05 -0.23 -0.60
H -3.62157 -0.94958 1.49283 -1.84 -0.23 0.04
H -2.32907 -0.97948 2.25776 2.52 -1.19 1.73
H -0.70014 -0.72930 -1.02067 0.43 1.00 -0.66
H -2.88857 -0.73583 -1.70958 -0.59 -0.29 -0.63
H -4.33480 -0.82219 -0.61767 -1.22 -1.00 0.35
H -3.59402 0.74771 -1.05082 0.09 -1.39 0.37
H 6.76975 -0.00640 -1.59923 -0.71 1.76 -0.41
H 6.41929 -1.22922 -0.74752 0.86 0.57 -0.86
O 7.07950 -0.85376 -1.38069 -0.16 -2.33 1.28
```
Positions in Å, forces in eV/Å.

Properties
E_LUMO = 0.7 eV
Maximum force = 5.17 eV/Å
E = -8930.945 eV
Multiplicity = 1
Frontier orbital gap = 8.15 eV
Structure (SMILES) = CC/C=C(/C)N.O

Atomic partial charges in e from the Löwdin method, atoms 1 to 2: -0.09 -0.23

[2]
Entry from OMol25: C33H79NO24Tl as an isolated structure in a non-equilibrium geometry (wB97M-V/def2-TZVPD).

Structure (XYZ):
```
138
Properties=species:S:1:pos:R:3:forces:R:3
Tl 0.75475 -1.74494 -1.72999 -0.25 0.67 0.34
C 3.27657 -3.24589 2.69335 -0.84 -0.06 -0.75
C 1.89695 -2.98523 3.42362 2.10 0.93 -0.04
C 2.27057 -2.00333 4.57024 -0.54 0.13 0.04
C 1.01045 -1.60352 5.28082 -0.91 0.43 0.07
C 0.02585 -0.90084 4.32004 0.14 -0.18 0.37
C -0.35595 -1.71883 3.04282 -0.60 0.32 1.77
N 0.87085 -2.33256 2.50043 -0.61 -2.98 -2.69
O 0.62627 -3.01475 1.24606 0.93 1.66 3.85
C -1.02125 -0.74226 2.06427 1.26 0.26 -0.85
C -1.41759 -2.76973 3.47307 -0.73 0.02 -0.31
C 1.51837 -4.31639 4.08418 -0.34 -0.53 -0.40
H 3.75255 -2.38393 2.22584 -0.25 0.53 0.46
H 3.20863 -3.91460 1.83527 -0.42 -0.40 0.19
H 3.97017 -3.67909 3.41402 -0.08 0.04 0.05
H 2.82099 -1.10865 4.27923 -0.31 0.13 -0.73
H 2.98125 -2.43076 5.27759 -0.12 -0.71 -0.12
H 1.25367 -1.00578 6.15926 -0.16 0.43 -0.10
H 0.45001 -2.44165 5.69501 0.31 -0.42 0.01
H 0.39103 0.09168 4.05617 0.20 0.00 -0.26
H -0.90766 -0.74834 4.86171 -0.13 0.16 -0.01
H -0.29868 0.03614 1.81914 0.42 -0.06 0.12
H -1.87465 -0.14254 2.38072 -0.28 -0.71 0.57
H -1.20520 -1.21848 1.10121 -0.37 -0.34 0.15
H -1.21071 -3.37784 4.35370 0.46 -0.06 -0.24
H -1.76108 -3.38593 2.64217 0.61 -0.31 -0.14
H -2.34975 -2.26951 3.73565 0.07 0.56 0.14
H 0.57715 -4.35674 4.63242 -0.16 0.14 -0.52
H 2.23995 -4.60629 4.84798 0.43 0.29 -0.18
H 1.57605 -5.07321 3.30188 -0.45 -0.22 0.12
C 5.86202 -2.47794 -1.99981 -5.34 1.77 1.50
C 6.58233 -3.50910 -2.48817 5.59 -0.49 -1.28
C 5.93937 -4.82004 -2.92448 2.56 -3.02 -1.87
O 6.58035 -5.77663 -3.50286 -0.71 2.87 1.48
C 4.60184 -5.06540 -2.67201 -2.35 2.73 1.27
C 3.70547 -3.97386 -2.15135 0.73 -0.74 0.16
C 4.37418 -2.52851 -1.88275 0.23 0.06 -0.28
O 3.64661 -1.55127 -1.58438 1.25 -2.17 -0.55
O 2.52787 -4.17361 -1.87673 0.75 0.37 -0.29
O 7.84929 -3.25579 -2.60993 -3.05 -1.75 -0.07
H 6.28890 -1.54784 -1.65473 0.41 -0.07 -0.13
H 4.17982 -6.02412 -2.93500 -0.07 0.03 0.04
O -0.42369 0.63751 -0.64014 -0.82 -0.03 0.91
H -0.85972 0.32902 0.17793 1.45 0.00 -0.57
C 3.19842 4.70304 1.26838 -0.66 0.30 0.32
O 2.44257 3.88819 2.13579 0.65 -0.02 0.85
H 4.25162 4.68705 1.54875 0.03 -0.43 -0.15
H 3.03369 4.42163 0.22829 0.32 0.00 -0.13
H 2.88592 5.73652 1.41792 -0.07 0.35 -0.29
H 1.64711 3.56465 1.70665 -0.24 -0.26 -0.59
C -3.72917 0.66388 4.47440 -0.15 1.43 -0.63
O -5.12568 0.73185 4.78916 1.11 -0.50 0.83
H -3.06033 1.10413 5.21395 -0.60 -0.45 1.02
H -3.33072 -0.31175 4.19604 -0.33 -0.20 -0.01
H -3.52337 1.41339 3.71021 -0.03 -0.42 -0.80
H -5.59557 0.61412 3.96035 -0.07 0.25 -0.41
C -1.89834 -0.12507 -4.59087 -0.17 0.82 0.83
O -0.98204 0.04227 -3.47552 -0.69 -0.80 -1.67
H -2.05313 -1.15495 -4.91256 0.40 -0.11 0.51
H -2.85405 0.28739 -4.26748 -0.40 -0.26 -0.08
H -1.64923 0.45680 -5.47827 0.53 0.06 -0.07
H -1.13098 0.94025 -3.17046 0.24 0.15 0.32
C -0.80628 3.76072 3.31304 2.03 0.76 -1.42
O -1.85993 3.36276 4.09940 -0.72 -0.76 0.76
H -1.06131 3.90399 2.26303 -0.55 0.21 0.20
H -0.30893 4.65375 3.69150 -0.19 0.43 0.00
H 0.01981 3.05430 3.23148 -0.11 -0.55 0.28
H -1.44829 2.77532 4.73741 -0.47 -0.06 0.31
C -1.74251 -4.54431 -0.84277 0.31 -0.97 -0.75
C -2.70598 -3.65429 -1.59151 -0.56 0.56 1.48
O -2.26481 -2.32645 -1.42509 0.64 0.30 -0.54
O -0.46702 -4.51580 -1.47707 -0.08 -0.01 -0.30
H -2.08410 -5.57449 -0.94353 -0.52 -0.20 0.23
H -1.55131 -4.34095 0.21088 -0.68 0.55 0.14
H -3.70028 -3.69874 -1.14710 -0.15 -0.46 0.32
H -2.86879 -3.96578 -2.62329 0.62 0.08 -0.30
H -2.98794 -1.72094 -1.24606 -0.22 0.10 0.01
H -0.07618 -5.35942 -1.23801 0.62 0.21 -0.15
C -0.04399 4.58822 -5.93204 0.06 0.40 2.13
C -0.76302 3.25085 -5.74313 0.77 0.03 -0.25
O -1.57811 3.03382 -6.87260 -0.87 -0.22 -0.23
O 0.74883 4.63789 -7.08012 0.13 -0.22 -1.15
H 0.66630 4.80679 -5.13465 -0.11 -0.47 0.42
H -0.71248 5.44670 -5.86701 -0.51 -0.12 -0.36
H -1.34948 3.12009 -4.83370 -0.29 0.74 -0.08
H -0.04727 2.43701 -5.62710 0.46 -0.04 -0.23
H -1.02514 2.95787 -7.65366 0.19 -0.10 0.08
H 0.20256 4.95071 -7.80492 0.08 -0.03 -0.16
C 2.64144 0.41144 1.61214 0.62 1.02 -1.07
C 3.53970 1.22605 0.62076 0.47 -0.97 1.24
O 4.60646 0.38451 0.11050 -0.51 1.15 0.72
O 1.96274 -0.53216 0.85001 0.26 -0.29 -0.74
H 1.92357 1.02782 2.15328 -0.06 0.59 -0.04
H 3.29704 -0.00925 2.37459 0.25 -0.34 -0.04
H 4.01349 2.00643 1.21627 0.11 0.08 -0.18
H 2.96932 1.69435 -0.18141 -0.25 -0.20 -0.02
H 4.20735 -0.30992 -0.41873 -0.34 -0.26 -0.32
H 1.73180 -1.30323 1.37319 -0.03 -0.06 0.14
C 3.16916 1.24138 -3.16409 -1.19 0.80 -0.46
C 3.19366 1.97875 -4.50725 1.61 -0.86 0.36
O 2.42460 3.17550 -4.54926 0.20 -0.54 0.31
O 1.84106 0.87247 -2.88328 0.19 -0.92 0.48
H 3.60445 1.86964 -2.38698 -0.08 0.35 0.19
H 3.77897 0.33843 -3.13388 -0.06 -0.01 -0.53
H 2.94897 1.30594 -5.32917 -0.47 -0.12 0.08
H 4.26294 2.15754 -4.62030 0.31 0.66 -0.42
H 2.16590 3.27800 -5.46804 -0.07 0.22 -0.04
H 1.27787 1.63847 -2.75040 -0.17 0.26 -0.14
C -6.09738 -1.11802 2.24685 1.27 0.69 -0.58
C -4.87776 -1.65695 1.45708 -1.49 -1.03 -0.15
O -5.17039 -1.72904 0.03262 1.05 0.43 0.60
O -6.11743 0.32912 2.13650 -0.20 -1.34 1.48
H -5.94786 -1.49389 3.25901 0.02 0.83 0.45
H -7.08569 -1.48917 1.97555 0.13 -0.39 -0.59
H -4.60088 -2.64893 1.81406 -0.32 -0.44 0.01
H -3.97206 -1.09718 1.69044 -0.30 0.66 -0.70
H -5.93866 -2.28837 -0.10339 -0.06 -0.02 0.20
H -6.10405 0.52308 1.19640 0.00 0.26 -0.81
C -4.91971 2.11400 -0.35690 -0.07 -0.07 0.07
C -3.51773 1.81540 -0.80380 1.06 1.77 -0.90
O -3.05983 0.64627 -0.26696 -1.60 -1.82 1.60
O -5.68401 0.93433 -0.59955 -0.60 0.76 0.17
H -5.37130 2.99156 -0.81955 0.05 -0.23 -0.67
H -4.96027 2.38635 0.69775 0.31 -0.34 0.41
H -2.81676 2.60634 -0.53705 -0.19 0.54 0.20
H -3.37542 1.71862 -1.88013 -0.74 0.35 -0.54
H -2.10233 0.64564 -0.33611 0.99 0.01 -0.98
H -5.02608 0.23556 -0.57842 0.05 -0.75 -0.04
C 0.28130 3.73959 -1.71136 -0.63 1.85 -0.75
C -0.08014 3.96711 -0.26351 0.98 0.16 0.18
O 0.42303 2.92125 0.50326 0.70 0.46 1.32
O -0.37700 2.64577 -2.24838 -0.24 0.17 -1.03
H 1.34595 3.68143 -1.93774 0.38 0.01 0.61
H -0.07142 4.60397 -2.27397 0.00 0.34 -0.14
H -1.14574 4.10018 -0.07674 -0.29 0.03 -0.43
H 0.42978 4.84119 0.14154 -0.07 0.45 -0.32
H 0.00561 2.09400 0.25221 -0.23 -1.54 -0.58
H -0.26110 1.95737 -1.58939 -0.51 -1.76 0.88
```
Positions in Å, forces in eV/Å.

Properties
E_LUMO = -2.2 eV
Maximum force = 5.82 eV/Å
E = -90815.068 eV
Multiplicity = 1
Frontier orbital gap = 2.22 eV
Total charge = -1

Atomic partial charges in e from the Löwdin method, atoms 1 to 2: 1.14 -0.02

Q: The highest E_LUMO belongs to which entry?
A: C5H13NO